No. 1
DFT (the ωB97M-V functional and the def2-TZVPD basis) results for C4H17IrNP as an isolated structure.

As for the total charge: +1. As for the spin multiplicity: 6. The HOMO-LUMO gap (alpha / beta) comes out at 5.53 / 7.67 eV. The value obtained for the HOMO energy (alpha / beta) is -8.85 / -15.17 eV. Its expectation value of S² is 8.76.

Cartesian coordinates (Å):
Ir1 -0.722658 0.279012 0.062935
P1 1.040192 -0.427175 0.941693
N1 -2.521236 1.231189 0.342215
C1 2.453445 0.588783 0.397964
C2 1.341008 -2.158511 0.482576
C3 0.928925 -0.307341 2.770624
C4 -1.841641 0.523983 -3.303142
H1 1.230318 -2.185103 -0.611805
H2 -1.524107 -0.198258 -2.520099
H3 -2.906520 1.534674 -0.560884
H4 2.323211 1.588439 0.835660
H5 2.358368 0.641298 -0.697283
H6 -2.397789 2.077422 0.914099
H7 0.072292 -0.905410 3.110193
H8 2.328631 -2.530780 0.774930
H9 0.550158 -2.752741 0.959335
H10 1.829117 -0.659505 3.284666
H11 -1.395287 1.504347 -3.096806
H12 3.432768 0.180503 0.672445
H13 -3.225710 0.643545 0.808729
H14 -2.935267 0.623287 -3.288529
H15 0.337021 -0.206144 -1.036548
H16 -1.508135 0.173451 -4.292276
H17 0.752896 0.741034 3.049307

Forces on atoms 1 to 3 (eV/Å):
Ir -4.424 1.130 -1.192
P 5.052 -1.602 2.886
N -1.918 1.266 0.176

=====

No. 2
DFT (the ωB97M-V functional and the def2-TZVPD basis) results for a 3-piece molecular cluster, C4H17N2O2 overall.

As for the total charge: 0. As for the spin multiplicity: 2. The HOMO-LUMO gap (alpha / beta) comes out at 3.00 / 10.77 eV. The value obtained for the HOMO energy (alpha / beta) is -2.43 / -10.34 eV. Its expectation value of S² is 0.75.

Cartesian coordinates (Å):
O1 1.766445 1.984850 -1.392356
O2 2.116246 -2.518986 -0.453206
N1 -1.824110 1.072649 0.062175
N2 0.767352 0.271290 0.579875
C1 -0.190821 -0.779114 0.082717
C2 -1.641467 -0.312985 0.526885
C3 -2.491233 1.120057 -1.316781
C4 1.345736 -0.080755 1.968208
H1 1.863015 -0.991192 2.018481
H2 1.941087 1.202223 -1.895179
H3 2.038851 0.715485 2.326888
H4 1.889591 2.431970 -2.287753
H5 -1.727395 -0.243479 1.700371
H6 -3.338396 1.638504 -1.474560
H7 0.530052 -0.305128 2.703349
H8 -2.282372 -1.111599 0.170496
H9 0.266747 1.187865 0.629995
H10 3.006019 -2.609804 -0.707584
H11 -2.478933 1.446206 0.811695
H12 0.076528 -1.805777 0.399492
H13 -0.295781 -0.817613 -1.089105
H14 -1.910918 1.116164 -2.163622
H15 2.207902 -3.168794 0.237753
H16 1.510767 0.330902 0.017384
H17 -3.144902 0.227069 -1.455610

Forces on atoms 1 to 3 (eV/Å):
O 0.053 1.709 -1.816
O -1.253 0.108 0.463
N -2.597 0.025 -0.066

=====

No. 3
DFT (the ωB97M-V functional and the def2-TZVPD basis) results for a 4-piece molecular cluster, C4H17N2O2 overall.

As for the total charge: +1. As for the spin multiplicity: 1. The HOMO-LUMO gap comes out at 6.54 eV. The value obtained for the HOMO energy is -14.09 eV.

Cartesian coordinates (Å):
O1 2.132167 1.136578 2.114603
O2 3.377572 0.203737 -0.362440
N1 -0.851809 0.687003 1.672451
N2 0.824698 1.672927 -0.625898
C1 0.296194 0.367727 -1.028300
C2 -1.503845 -1.419017 -1.235739
C3 -2.182651 -2.028151 -0.003397
C4 -1.191549 0.028431 -1.140883
H1 1.183193 1.012491 1.928709
H2 4.303324 0.125898 -0.118561
H3 2.311130 0.301843 2.569633
H4 -3.149077 -1.513607 0.049934
H5 0.676615 -0.361219 -0.306377
H6 -1.618830 0.705441 -1.891751
H7 -1.038752 1.686369 1.816752
H8 0.741851 0.155172 -2.008989
H9 1.691071 1.788188 -1.140476
H10 2.948532 0.518674 0.453265
H11 -0.942142 0.583787 0.626354
H12 -2.383537 -3.096458 0.038339
H13 -0.542795 -1.958175 -1.339452
H14 -1.676220 0.189432 2.007919
H15 0.241228 2.482308 -0.793101
H16 -1.969381 -1.501656 -2.209811
H17 -1.676994 -1.767733 0.927220

Forces on atoms 1 to 3 (eV/Å):
O -0.399 -0.794 -0.117
O -0.363 0.025 0.078
N -0.842 0.263 -1.463

=====

No. 4
DFT (the ωB97M-V functional and the def2-TZVPD basis) results for a 3-piece molecular cluster, C4H17N2O2 overall.

As for the total charge: +1. As for the spin multiplicity: 1. The HOMO-LUMO gap comes out at 10.97 eV. The value obtained for the HOMO energy is -13.63 eV.

Cartesian coordinates (Å):
O1 1.325151 -2.361207 -2.111759
O2 1.908631 -2.517861 0.325742
N1 -0.872994 -0.834536 -1.249952
N2 0.243529 1.762174 -0.772447
C1 -0.635945 1.612313 0.469030
C2 -0.520667 0.209132 1.024178
C3 -0.148716 2.652961 1.574067
C4 -1.377179 -0.757787 0.309128
H1 -0.486133 0.080055 -1.523799
H2 0.443915 2.187450 2.326067
H3 -0.093210 -1.526612 -1.357689
H4 -0.338480 2.377282 -1.374163
H5 2.411102 -2.895858 1.059038
H6 1.136913 2.219927 -0.507564
H7 0.532437 -0.085275 1.215957
H8 -0.944094 0.285938 2.072168
H9 -1.502515 -1.207091 -1.965693
H10 -2.509310 -0.552665 0.246241
H11 -1.245397 -1.836897 0.631488
H12 -1.762083 1.862483 0.251240
H13 1.473867 -2.809951 -2.910292
H14 -1.010336 3.181098 1.964483
H15 1.598273 -1.653726 0.709027
H16 0.457713 3.380799 0.992279
H17 1.915529 -2.772144 -1.396778

Forces on atoms 1 to 3 (eV/Å):
O 0.547 0.200 2.555
O -0.320 1.253 1.521
N 0.081 -0.854 1.155

=====

No. 5
DFT (the ωB97M-V functional and the def2-TZVPD basis) results for a 4-piece molecular cluster, C4H17N2O2 overall.

As for the total charge: +1. As for the spin multiplicity: 1. The HOMO-LUMO gap comes out at 5.28 eV. The value obtained for the HOMO energy is -14.19 eV.

Cartesian coordinates (Å):
O1 5.368537 0.133293 -0.191247
O2 2.313676 -0.007269 -0.542003
N1 0.029273 1.841185 -0.626568
N2 -0.104519 -1.298248 0.173400
C1 -2.496869 -0.954693 1.540729
C2 -0.674001 0.821657 -1.462439
C3 -1.887264 0.305123 -0.703559
C4 -1.599165 -0.917519 0.230087
H1 5.798356 0.834579 0.301906
H2 -2.143123 -1.735229 -0.289829
H3 0.078096 -2.147842 0.714777
H4 -2.678995 0.187881 -1.452924
H5 1.057606 1.770737 -0.677923
H6 5.369015 0.308802 -1.134476
H7 -0.304014 1.621946 0.340207
H8 -0.758580 1.020998 1.496037
H9 -2.380334 1.039784 -0.044188
H10 -0.008380 0.024018 -1.799058
H11 -3.572842 -1.030581 1.338057
H12 1.583027 -0.514992 -0.145441
H13 -1.011680 1.361601 -2.367964
H14 -2.298494 -1.829340 2.169025
H15 -2.325475 -0.028058 2.111477
H16 -0.452374 -0.562865 1.044547
H17 3.098526 -0.244974 -0.022619

Forces on atoms 1 to 3 (eV/Å):
O -0.593 -0.645 0.376
O -0.184 -0.030 0.455
N -0.286 -1.648 -0.665

=====

No. 6
DFT (the ωB97M-V functional and the def2-TZVPD basis) results for a 3-piece molecular cluster, C4H17N2O2 overall.

As for the total charge: +1. As for the spin multiplicity: 1. The HOMO-LUMO gap comes out at 9.16 eV. The value obtained for the HOMO energy is -12.22 eV.

Cartesian coordinates (Å):
O1 0.185830 0.825008 -3.285244
O2 -1.295694 -0.277266 2.921861
N1 -0.005851 1.031641 0.907137
N2 1.563262 -1.306148 -0.430918
C1 -0.542612 0.174609 -0.295273
C2 0.156238 -1.204128 -0.113309
C3 2.542584 -0.440567 0.197782
C4 -2.026195 0.089706 -0.240347
H1 -2.542231 1.045650 -0.103799
H2 -2.156016 -0.632664 3.194550
H3 1.738686 -1.376227 -1.413399
H4 -2.464662 -0.349633 -1.143018
H5 -0.298422 0.727158 -4.119946
H6 0.637879 1.671150 -3.405983
H7 -0.316109 -1.883752 -0.813619
H8 0.045527 -1.497441 0.941882
H9 2.278568 0.596548 0.002222
H10 2.634164 -0.669836 1.248460
H11 -1.360787 0.488591 3.522849
H12 0.504205 0.401330 1.523007
H13 -0.103978 0.576446 -1.206284
H14 -0.809052 1.433459 1.374516
H15 3.536179 -0.589736 -0.217780
H16 -2.395515 -0.621392 0.492443
H17 0.494005 1.787496 0.462210

Forces on atoms 1 to 3 (eV/Å):
O -0.060 0.350 -0.431
O -0.962 0.900 0.990
N -1.287 -0.104 -1.704

=====

The highest spin multiplicity belongs to which entry?
C4H17IrNP

=====

Number 2 is which compound?
C4H17N2O2